{
  "formula": "C30H42N4OP2V",
  "method": "wB97M-V/def2-TZVPD",
  "e_above_lowest_kcal_mol": 70.2,
  "largest_force_ev_per_a": 5.7,
  "s2": 3.81,
  "e_lumo_ev": [-0.9, -1.1],
  "spin_multiplicity": 4,
  "homo_ev": [-7.5, -7.5],
  "symbols": ["V", "C", "C", "C", "C", "C", "C", "C", "C", "C", "H", "H", "H", "H", "H", "H", "H", "H", "H", "H", "H", "H", "H", "H", "H", "P", "P", "N", "N", "N", "N", "C", "C", "C", "C", "C", "C", "C", "C", "C", "C", "C", "C", "C", "C", "C", "C", "C", "C", "H", "H", "H", "H", "H", "H", "H", "H", "H", "H", "H", "H", "H", "H", "H", "H", "H", "H", "H", "H", "C", "C", "C", "O", "H", "H", "H", "H", "H", "H", "H"],
  "positions_angstrom": [[1.81073, 0.94635, 1.03909], [-2.25898, -1.38800, 3.75999], [-1.49186, -1.47482, 2.65319], [-1.42810, -0.36293, 1.57544], [-0.89071, 1.01286, 2.02548], [-2.04629, 1.99621, 2.34609], [-3.20820, 1.70118, 2.95110], [-3.98924, 0.39604, 2.82313], [-3.48379, -0.55177, 3.93778], [2.70751, 2.89606, 1.68714], [-1.94324, -1.93291, 4.67724], [-0.78862, -2.32630, 2.54189], [-2.39918, -0.27562, 1.06415], [-0.77576, -0.73928, 0.76958], [-0.28060, 0.81097, 2.94453], [-0.23993, 1.48970, 1.19756], [-1.80929, 3.04361, 2.10562], [-3.69041, 2.45995, 3.61329], [-4.04674, -0.03257, 1.81436], [-5.02916, 0.67961, 3.04213], [-3.26486, 0.09881, 4.81317], [-4.28611, -1.23887, 4.29139], [2.30318, 3.59266, 2.42804], [2.25830, 3.17420, 0.68533], [3.88557, 2.88878, 1.80607], [0.66271, 1.54854, -1.68125], [1.26226, -2.09249, -0.76873], [-0.94526, 2.25330, -2.18023], [1.37710, 2.18735, -3.26257], [-0.28741, -2.81202, -1.20706], [2.12058, -3.56931, -1.61499], [0.17871, -0.05895, -2.40049], [1.35163, -1.05729, -2.29663], [-1.49036, 3.36141, -1.53621], [-2.61343, 3.79077, -2.24810], [-2.73744, 2.95356, -3.39946], [-1.70342, 2.02639, -3.33567], [2.44700, 3.08011, -3.28499], [2.74024, 3.40964, -4.60818], [1.80095, 2.71261, -5.44287], [0.98563, 1.96456, -4.58725], [-1.24211, -3.19196, -0.24176], [-2.40130, -3.58316, -0.90541], [-2.13950, -3.49989, -2.30469], [-0.85960, -3.01679, -2.46735], [1.63614, -4.68437, -2.30527], [2.68467, -5.31527, -2.97969], [3.88295, -4.61078, -2.63761], [3.51029, -3.55837, -1.80413], [-0.12342, 0.00757, -3.45939], [-0.71372, -0.39705, -1.85004], [1.41563, -1.68033, -3.20829], [2.32424, -0.53089, -2.23212], [-1.06194, 3.70122, -0.60513], [-3.28326, 4.59867, -1.98920], [-3.48220, 2.99818, -4.18681], [-1.52107, 1.19663, -4.00740], [2.90729, 3.38004, -2.35147], [3.52468, 4.06555, -4.95176], [1.72070, 2.73647, -6.51705], [0.18662, 1.30255, -4.86335], [-0.99371, -3.16379, 0.81459], [-3.33545, -3.86110, -0.42436], [-2.83680, -3.73884, -3.10048], [-0.29851, -2.83973, -3.37557], [0.58816, -4.94907, -2.31805], [2.58041, -6.17507, -3.62870], [4.88872, -4.85593, -2.96465], [4.12597, -2.78716, -1.35451], [2.03643, -0.32668, 5.70230], [1.73196, 0.25259, 4.28062], [1.19116, 1.65570, 4.48522], [2.52682, 0.16849, 3.11205], [2.84222, 0.11066, 6.32326], [2.13217, -1.41170, 5.67533], [1.10799, -0.15383, 6.27226], [0.88508, -0.44158, 4.04125], [1.99294, 2.39667, 4.61711], [0.59194, 1.96446, 3.61876], [0.51369, 1.67584, 5.35339]],
  "forces_ev_per_a": [[1.340, 0.406, 3.975], [0.896, -0.330, -0.689], [0.023, 0.661, 0.404], [-0.198, -1.444, -1.038], [-1.041, -0.485, -0.270], [1.122, 0.275, 0.148], [-0.139, 0.188, -0.833], [0.169, 0.111, 1.259], [-0.460, 0.253, 1.023], [0.589, -0.888, -1.297], [-0.588, -0.191, -0.933], [-0.070, 1.008, 0.517], [0.544, 0.168, 0.144], [-0.031, -0.005, 0.236], [-0.648, 0.440, -1.060], [-0.773, -0.331, 0.767], [0.182, -0.245, 1.058], [0.137, -0.245, -1.261], [0.350, 0.153, 0.443], [0.233, -0.259, 0.145], [-0.380, -0.283, -0.217], [0.393, 0.332, -0.319], [-0.138, -0.482, -0.034], [1.204, 0.828, 0.394], [-2.461, -0.042, -0.783], [-2.283, 1.239, -5.028], [-0.582, -3.529, -3.256], [0.113, 0.486, 1.199], [0.941, -0.147, 0.980], [-0.849, 0.094, 1.128], [1.327, 0.603, 0.763], [0.451, -0.853, 0.445], [0.502, 0.344, -0.181], [-1.134, -0.124, -0.796], [0.947, -0.394, 0.327], [1.169, -0.663, 0.621], [-0.714, 0.283, 0.322], [0.035, -0.115, -1.067], [-0.688, -0.486, 0.784], [-0.348, -0.568, 1.922], [1.066, 0.635, -0.432], [-0.482, -0.041, -1.160], [0.970, 0.255, 0.797], [0.449, 0.463, 0.067], [-0.342, 0.014, 0.356], [0.442, 0.073, -0.501], [-0.472, 1.022, 1.102], [-0.659, 0.592, 0.420], [-0.304, -0.545, -0.531], [0.252, 0.201, 0.773], [0.245, -0.012, -0.105], [0.023, 0.155, 0.679], [-0.275, -0.068, -0.209], [-0.042, 0.109, -0.071], [0.218, -0.035, 0.083], [0.158, 0.002, 0.247], [-0.141, 0.367, 0.332], [-0.014, 0.049, -0.198], [-0.041, 0.015, 0.146], [0.017, -0.003, 0.034], [0.159, 0.113, 0.026], [-0.163, 0.026, -0.429], [0.346, -0.082, -0.159], [0.239, 0.039, 0.135], [-0.164, -0.039, 0.225], [0.210, 0.125, 0.123], [0.026, 0.084, 0.215], [-0.243, 0.173, 0.134], [-0.116, -0.153, -0.022], [0.488, -0.008, -0.025], [-1.397, -0.796, -0.887], [-0.369, 0.537, 0.075], [-0.204, 0.243, -0.836], [-0.089, -0.093, -0.637], [0.401, -0.041, -0.088], [0.270, 0.002, -0.218], [-0.283, 0.600, 0.251], [-0.143, -0.300, 0.036], [0.601, 0.390, 0.458], [0.217, 0.169, -0.149]],
  "lowdin_spin": [2.992, 0.000, 0.001, 0.006, 0.010, -0.001, 0.002, 0.000, 0.000, -0.091, 0.000, 0.000, 0.000, 0.003, 0.003, 0.009, 0.000, 0.000, 0.000, 0.000, 0.000, 0.000, -0.004, 0.004, -0.003, 0.040, 0.014, 0.002, 0.005, 0.001, 0.002, 0.004, 0.008, 0.000, 0.000, 0.000, 0.000, 0.001, 0.000, 0.001, 0.001, 0.000, 0.000, 0.000, 0.000, 0.000, 0.000, 0.000, 0.000, 0.000, 0.000, 0.000, 0.004, 0.000, 0.000, 0.000, 0.000, 0.000, 0.000, 0.000, 0.000, 0.000, 0.000, 0.000, 0.000, 0.000, 0.000, 0.000, 0.000, -0.003, 0.000, 0.002, -0.019, 0.000, 0.000, 0.000, 0.000, 0.000, 0.001, 0.000]
}



{
  "formula": "C30H43As3N6Pt",
  "method": "wB97M-V/def2-TZVPD",
  "e_above_lowest_kcal_mol": 34.5,
  "largest_force_ev_per_a": 0.7,
  "e_lumo_ev": [-8.9, -8.9],
  "spin_multiplicity": 1,
  "homo_ev": [-12.4, -12.4],
  "charge": 2,
  "symbols": ["Pt", "C", "As", "C", "C", "C", "C", "C", "As", "C", "C", "C", "As", "C", "C", "H", "H", "H", "H", "H", "H", "H", "H", "H", "H", "H", "H", "H", "H", "H", "H", "H", "H", "H", "H", "H", "H", "H", "H", "H", "H", "H", "N", "C", "C", "C", "C", "C", "C", "C", "C", "C", "C", "C", "C", "H", "H", "H", "H", "H", "H", "H", "H", "H", "H", "N", "C", "C", "C", "N", "C", "C", "H", "H", "H", "H", "H", "H", "N", "C", "N", "C", "N"],
  "positions_angstrom": [[-0.89242, -0.20376, -0.41631], [-0.32105, 1.80860, 2.80991], [-0.19782, 1.69462, 0.89325], [-1.29367, 3.18229, 0.32206], [1.62337, 2.35402, 0.66570], [2.46152, 2.00348, -0.57357], [2.95406, 0.56068, -0.49687], [1.64486, 2.21188, -1.86770], [0.24677, 0.92580, -2.27952], [-0.81006, 1.90396, -3.58051], [1.18653, -0.41659, -3.39032], [3.64434, 2.99447, -0.66260], [5.15413, 3.15446, 0.64088], [6.20240, 1.58613, 0.11067], [4.49196, 2.45409, 2.35447], [0.26834, 2.67179, 3.11847], [0.08148, 0.90821, 3.27201], [-1.35855, 1.95106, 3.10574], [-1.12836, 4.05474, 0.95281], [-2.33829, 2.88374, 0.39260], [-1.05466, 3.44827, -0.70730], [2.14655, 2.02701, 1.56254], [1.51462, 3.44106, 0.74734], [2.11303, -0.14470, -0.45025], [3.55743, 0.40034, 0.39162], [3.57712, 0.31178, -1.35885], [2.30649, 2.15593, -2.73836], [1.19000, 3.20642, -1.88617], [-0.16508, 2.45384, -4.26531], [-1.45952, 2.60029, -3.05268], [-1.42716, 1.20864, -4.14888], [1.11100, -0.14133, -4.44204], [-0.32496, -1.81549, -3.63490], [2.24329, -0.42443, -3.12887], [3.23930, 4.00637, -0.75217], [4.18382, 2.81074, -1.59749], [6.44641, 1.65378, -0.94870], [5.69913, 0.64226, 0.30784], [7.13809, 1.60615, 0.66758], [3.75970, 3.12842, 2.79644], [5.35590, 2.43440, 3.01866], [4.09167, 1.44241, 2.29725], [-3.52652, 0.06244, 0.18140], [-3.64653, 0.52964, 1.52174], [-4.41416, 1.65094, 1.80703], [-4.58424, 2.07519, 3.11475], [-4.00454, 1.35413, 4.14845], [-3.22062, 0.25000, 3.85660], [-2.99514, -0.16839, 2.54255], [-2.02112, -1.27871, 2.32508], [-2.03971, -2.34044, 3.23805], [-1.05550, -3.31878, 3.27541], [0.00781, -3.24604, 2.39810], [0.02422, -2.22348, 1.44613], [-1.01110, -1.28790, 1.35027], [-3.87366, -0.89191, 0.13306], [-4.08760, 0.62567, -0.44872], [-4.91924, 2.17056, 1.00054], [-5.19020, 2.94561, 3.32474], [-4.14872, 1.65798, 5.17561], [-2.72553, -0.27002, 4.66649], [-2.86376, -2.40099, 3.93775], [-1.10916, -4.10702, 4.01343], [0.83133, -3.94498, 2.45862], [0.90136, -2.12975, 0.81010], [-2.60578, -5.59758, -3.17845], [-2.22203, -4.44343, -2.61069], [-0.94678, -4.20924, -2.11609], [-0.59383, -2.96564, -1.46303], [-1.54719, -1.91213, -1.39278], [-2.73037, -2.12766, -1.93049], [-3.09777, -3.33638, -2.51921], [-1.99079, -6.39306, -3.20720], [-3.54594, -5.73050, -3.50852], [-0.15537, -4.94550, -2.20395], [-0.32743, -3.17182, -0.37705], [-3.43868, -1.31223, -1.88459], [-4.10338, -3.41847, -2.91352], [4.01213, -2.07201, -2.38679], [2.98189, -2.36361, -1.96259], [1.80272, -2.69383, -1.41243], [0.72927, -2.42180, -2.04504], [0.58995, -1.73472, -3.21323]],
  "forces_ev_per_a": [[0.499, 0.126, 0.504], [-0.094, -0.179, 0.091], [0.013, 0.065, -0.236], [-0.057, 0.005, -0.090], [0.103, 0.063, -0.090], [-0.031, -0.023, -0.054], [-0.082, 0.025, -0.075], [0.110, 0.066, 0.054], [-0.351, 0.032, -0.057], [0.015, -0.044, -0.042], [0.117, 0.049, -0.107], [-0.094, -0.093, 0.056], [0.090, 0.115, -0.026], [-0.018, -0.026, 0.030], [-0.015, -0.034, -0.019], [0.010, 0.011, -0.040], [-0.044, 0.008, 0.001], [0.027, -0.052, 0.000], [0.070, -0.052, 0.068], [0.001, 0.047, -0.023], [-0.034, -0.029, -0.011], [0.013, -0.021, -0.022], [-0.016, -0.024, 0.000], [0.075, 0.053, -0.002], [0.027, 0.006, 0.091], [-0.020, 0.016, 0.051], [0.027, 0.058, 0.056], [-0.020, -0.027, 0.004], [0.017, -0.014, 0.013], [0.000, 0.006, -0.029], [-0.021, 0.015, 0.015], [0.012, 0.022, 0.028], [0.009, 0.014, 0.013], [-0.059, -0.043, 0.002], [-0.009, 0.003, 0.030], [-0.013, -0.021, -0.012], [-0.008, 0.005, -0.014], [0.026, -0.033, -0.013], [-0.002, 0.008, 0.013], [-0.014, 0.008, -0.013], [0.017, 0.005, -0.011], [-0.012, -0.030, 0.016], [-0.316, -0.045, -0.223], [0.086, -0.087, 0.043], [-0.037, 0.002, 0.027], [0.009, -0.018, 0.012], [0.013, -0.001, -0.022], [0.030, 0.108, -0.005], [0.059, 0.033, -0.011], [0.005, -0.087, 0.079], [-0.069, 0.023, -0.002], [0.037, -0.035, -0.005], [-0.021, 0.052, -0.014], [-0.015, -0.208, 0.025], [-0.121, 0.192, -0.227], [0.078, 0.078, 0.060], [-0.063, 0.013, 0.092], [-0.005, 0.014, -0.021], [-0.006, 0.011, 0.002], [-0.001, 0.003, 0.013], [0.007, -0.013, -0.004], [-0.004, -0.003, 0.017], [-0.008, -0.014, 0.006], [0.014, -0.015, -0.005], [0.032, 0.033, 0.018], [0.108, -0.052, 0.037], [-0.356, 0.182, -0.025], [0.176, 0.001, 0.104], [-0.154, -0.025, -0.254], [0.052, 0.066, -0.120], [0.199, 0.019, 0.184], [0.018, -0.195, -0.050], [-0.013, -0.009, -0.017], [-0.003, -0.010, -0.013], [-0.013, -0.034, -0.009], [0.030, 0.008, 0.136], [0.003, -0.031, -0.079], [-0.013, 0.004, -0.016], [0.060, -0.039, -0.025], [-0.028, -0.002, 0.058], [0.012, -0.068, 0.030], [0.110, 0.051, -0.036], [-0.154, 0.007, 0.083]],
  "lowdin_charge": [0.735, -0.217, 1.061, -0.242, -0.302, -0.652, -0.078, -0.310, 1.084, -0.261, -0.281, -0.373, 1.149, -0.339, -0.354, 0.053, 0.052, 0.027, 0.056, 0.014, 0.017, 0.051, 0.101, 0.035, 0.069, 0.078, 0.098, 0.092, 0.049, 0.026, 0.033, 0.103, 0.135, 0.058, 0.064, 0.071, 0.024, 0.009, 0.024, 0.015, 0.026, 0.009, 0.047, -0.292, -0.040, -0.057, -0.061, -0.041, -0.164, -0.197, -0.016, -0.051, -0.060, -0.165, -0.277, 0.088, 0.094, 0.118, 0.116, 0.116, 0.123, 0.124, 0.118, 0.118, 0.078, 0.175, -0.274, 0.142, -0.275, -0.089, -0.093, 0.104, 0.132, 0.129, 0.158, 0.169, 0.115, 0.141, 0.201, -0.317, 0.167, -0.344, 0.029]
}